No. 1
ORCA calculation (wB97M-V/def2-TZVPD) on 9 unconnected molecules or ions with the total composition C35H83Br3N5O in a non-equilibrium geometry.

```
! RIJCOSX wB97M-V def2-TZVPD def2/J DEFGRID3
* xyz 1 1
H -2.7402 -2.6313 -3.5126
H -1.8367 6.0624 -2.7914
H 0.3648 1.9050 2.4104
H -3.9410 -0.6666 -0.4236
H 0.0490 -1.3327 4.4608
C 3.4872 -3.3106 -2.1205
H -0.1168 -1.4069 -0.8154
C -3.0712 -3.5971 5.4307
H 2.4632 -3.4206 -2.4660
C -5.4621 1.4421 -1.2892
H -0.5242 3.2297 -3.4196
H 0.4347 -0.1051 -1.6322
C 2.8755 4.8591 -2.1141
H 4.2186 -3.7200 -2.8146
H 0.8275 2.5526 -0.2467
C 1.6980 0.2450 2.7258
Br -2.2525 1.3099 0.8450
H 0.0168 -4.4171 3.8369
H -2.5864 3.7295 -2.7820
C 5.1631 0.5994 -0.6270
H 1.5768 3.8530 -3.4790
H 0.7826 -2.1541 1.9379
H -1.9483 0.0419 -4.4692
N 0.1795 -0.4284 -0.6694
H 0.4815 5.8122 -2.7607
H 3.1659 -1.1526 3.5431
C -2.3219 -0.5596 -3.6372
H -4.7567 2.1761 -1.6884
H 4.0924 2.1755 0.3891
H -0.6390 -2.5614 5.5287
H 2.6926 5.3448 -1.1535
H 2.8646 -1.4543 -1.2619
Br 1.2032 0.2299 -3.6834
H 0.4196 6.1102 -1.0299
H -2.1829 -4.2088 3.5725
H 3.9690 -1.1688 -2.5585
H -2.1870 -3.8078 6.0411
H 4.6258 3.8158 -1.3880
H -7.5249 1.4784 -0.5684
C 1.8337 3.7852 -2.4207
H -3.5238 -3.0455 3.3889
C -1.9003 3.9552 -1.9656
C 0.0323 5.4796 -1.8219
H -3.2752 -0.8227 3.3878
C 3.7298 -4.0716 -0.7820
C 2.9704 -0.0709 3.5238
C -1.3414 -2.1949 2.3164
H -1.4003 -0.7856 -3.1059
C 0.6229 3.6198 -0.3027
O 1.8358 -0.0493 1.3942
C -4.0831 -1.3517 -1.2600
H 2.1135 2.7553 -2.2055
H 6.1809 -3.1171 -1.7847
Br -1.1027 -3.4597 -1.3851
H -1.1379 -1.1499 2.0822
H -5.1083 -0.9560 -4.4391
H 6.1419 0.6044 -1.1071
H 2.8951 0.2265 4.5770
C 4.3157 4.4131 -2.2430
H 4.2156 -5.0176 -1.0034
C -0.5955 3.2565 -2.3333
H -6.4672 -0.3628 -1.9402
H 4.4913 3.7385 -3.0888
H -2.8386 0.6484 -1.8921
H -4.3538 -4.8498 6.5665
C -4.0712 -4.7463 5.5154
H -7.2004 2.4000 -2.0173
H -5.0950 -2.3670 -3.3192
H -0.5649 0.1673 -0.2670
H 5.7989 2.5760 0.0531
H 1.0041 -0.3487 -0.0181
H 2.0361 2.4306 2.5573
C -5.6554 0.2957 -2.2504
H 3.8996 -2.7602 0.9060
H -0.3291 3.7835 0.2012
H -2.9854 -1.9802 -5.1276
C 4.5352 -3.1025 0.0894
H 3.9305 -0.6144 0.6832
H 3.8693 0.3843 3.1136
H 4.9899 5.2496 -2.4130
H -1.7829 -0.0493 3.9126
C 6.1480 -2.0991 -1.4093
H -2.7444 -0.8426 5.1071
H -4.9452 -4.4818 4.9261
H -0.4885 2.2396 -1.9634
H 1.3995 -3.4076 3.7824
C -6.7927 2.1406 -1.0306
H 4.3980 0.7315 -1.3934
C 4.8859 -0.6608 0.1452
C 5.1090 1.7902 0.3596
C -2.4327 -0.9118 4.0667
N -1.7118 -2.1626 3.7819
H -2.3441 3.6778 -1.0135
N 0.5257 4.0528 -1.7343
N -4.4289 -0.5576 -2.4634
H 1.1144 1.9530 3.9816
C -1.4821 5.4340 -1.9767
H 0.0615 -3.6564 1.4910
H -3.1397 -1.8793 -1.4157
H 5.4483 1.4884 1.3478
H -3.6321 -5.7221 5.3160
H 5.6585 -0.8608 0.8918
H -4.9179 -1.9954 -0.9899
C -0.3748 -2.3348 4.4974
C -3.1413 -1.7824 -4.0714
H 1.3849 4.2170 0.1901
H -4.9471 1.1292 -0.3766
H -6.7262 3.0882 -0.5046
C -2.6646 -3.3293 3.9948
C 0.3141 -3.3820 3.6739
H 6.3140 -1.3703 -2.1963
H -5.8527 0.6782 -3.2536
H -1.9327 5.9338 -1.1133
H -2.0999 -2.5077 1.6039
H 2.7761 -4.2712 -0.2983
H -3.5772 1.2220 -3.3709
H 2.6997 5.6533 -2.8457
N 4.8395 -1.8757 -0.7399
C -3.2718 0.3217 -2.8428
C 3.7478 -1.8685 -1.7566
C 0.0225 -2.8752 2.2518
H 0.9242 -0.3779 3.2399
H 6.9529 -1.9649 -0.6871
H -3.4682 -2.6935 5.8983
C -4.5681 -1.4749 -3.6491
H 5.4607 -3.4719 0.5246
C 1.3096 1.7021 2.9301
*
```

The calculated total energy comes out at -257262.86480 eV. The calculation puts the LUMO energy at -1.37 eV. The calculation puts the HOMO energy at -9.29 eV. Its maximum force is 2.23 eV Å⁻¹. As for the molecular weight: 829.80 g/mol. The HOMO-LUMO gap is 7.91 eV.

---

No. 2
ORCA calculation (wB97M-V/def2-TZVPD) on a molecular structure, C44H45As2N10O10RhS2 in a non-equilibrium geometry.

```
! RIJCOSX wB97M-V def2-TZVPD def2/J DEFGRID3
* xyz 2 5
N -1.9868 0.9276 3.7102
H 0.2847 0.4131 1.5309
H 4.6978 -5.1199 -0.6298
H 5.8194 -4.2434 0.5231
N -2.0709 0.8262 -2.4729
H -4.8755 -0.6650 -0.5750
H 3.2752 0.7724 -5.3559
N 0.4690 4.5694 -0.7542
N -4.2738 -4.5962 -0.2761
H 0.7954 -5.7387 -4.2955
H -1.9403 7.0131 0.8923
C -3.4306 -1.7540 3.2413
H 4.0303 -0.6296 -6.3088
O 1.7900 -2.4092 2.1096
C -4.7127 -1.1098 -1.5387
C 3.4359 4.2028 1.5302
S 3.2957 3.9452 3.2041
H 1.4195 3.1574 5.0749
H 2.4723 -5.7825 -4.8360
H -2.6311 6.3628 2.4379
C 2.5160 -0.8659 -3.4820
C 1.5530 3.8625 3.0671
H -4.8930 -2.7788 -5.0163
H 2.2578 -0.4420 -6.2194
N -3.1987 1.5360 -1.9923
H 0.5306 -2.9739 3.5578
H -3.7906 0.8057 4.7537
H -2.1508 -4.1914 5.9532
C 3.3352 -2.9877 -2.3159
O -3.3813 4.9288 0.2301
O 3.5959 -1.0917 2.6564
C -3.9834 -3.5983 1.6713
O 3.2196 -1.2425 -4.5481
C -1.9190 6.1824 1.5751
O 1.8449 -4.0715 -3.8151
C 2.6840 4.4104 -1.5734
H -2.4095 0.3736 5.7171
O 4.4177 1.1791 -0.5086
C -0.5298 0.7606 2.1801
C -1.0986 1.3914 -1.8030
H 4.3794 4.1259 1.0143
H 6.3371 1.5468 1.5360
H 3.7402 4.3007 -1.5566
H 2.2898 -2.7723 4.0707
O 3.4436 -5.3575 -2.8903
H -0.0748 -3.1702 0.1430
C -3.5027 -3.1372 3.0185
O -4.2551 -2.5153 0.7394
C 0.7565 -3.1787 -0.6084
C 4.9703 0.1188 -0.2290
C -2.9799 -4.0101 3.9719
H -4.6569 -0.3318 -4.8339
As 1.4818 -1.3460 -0.7487
C 0.8210 3.7497 4.3262
C 2.9154 -1.6721 1.8219
C -2.8260 2.3339 -1.0139
H -0.1751 3.2837 4.1999
H -1.8578 4.7250 -2.0450
Rh -0.5454 3.4227 0.6706
H 0.7552 4.7743 4.7351
C 1.8628 4.4390 -0.4595
N -3.9609 -4.7663 1.0738
H -2.2912 -1.7383 6.4801
C -4.5025 1.1701 -2.6022
C 1.4398 -2.3852 3.4980
C 6.6998 1.3925 0.5437
C -4.4484 -3.3089 -0.4468
N 1.0845 4.1335 1.8353
H -2.9018 -5.0716 3.7671
C 2.9256 -4.2361 -2.9904
H 4.0575 -4.0266 0.5987
C 4.3234 -1.2523 -0.2482
C 4.8838 -4.1794 -0.1058
O 1.8107 0.1651 -3.4421
C 3.1147 -1.5266 0.3266
H 1.2018 -1.3246 3.7499
S 1.7208 4.6934 -2.9595
C -1.9795 2.0933 3.0481
C -2.5282 -3.4888 5.1740
As 5.0694 -2.7292 -1.4449
C -2.8932 -1.2295 4.4316
C -4.6578 -2.5198 -1.6527
C -1.0267 4.7699 -2.7597
H -1.1649 3.9869 -3.4677
H -5.2887 1.5790 -1.9686
H -4.5720 1.6327 -3.6003
C -4.7809 -2.2980 -4.0098
H 0.3917 -3.5458 -1.5704
H -4.8181 -4.2431 -2.9619
H 1.2496 -4.6777 -5.6889
H 1.4469 -3.8973 -0.2107
C 2.6193 -1.8586 -2.3819
H -1.0330 5.6948 -3.3185
N -1.1098 2.0010 2.0194
H 7.7939 1.3579 0.5514
C 2.1824 4.3155 0.9309
C -2.3279 4.9826 0.7870
H -3.7698 -1.0749 2.4551
C 0.2536 4.6799 -2.0614
H -0.8969 6.1540 1.9659
H -0.0674 1.0622 -1.9362
C 3.2037 -0.3055 -5.6663
C 1.5846 -5.1292 -4.7560
C -4.6230 -0.9296 -3.9006
O 6.2529 0.0932 0.1696
H 6.2988 2.1044 -0.1906
C -4.7291 -3.1285 -2.8951
N -1.0478 0.0500 3.1355
C -2.5502 -2.1047 5.4606
C -2.8265 0.2706 4.7168
H -3.4687 3.0064 -0.4595
C -4.5872 -0.3113 -2.6685
N -1.5177 2.3167 -0.8695
H -2.5826 2.9237 3.3540
*
```

The expectation value of S² is 6.018. The calculated total energy comes out at -228068.92981 eV. The calculation puts the LUMO energy (spin up / spin down) at -6.60 / -6.60 eV. The calculation puts the HOMO energy (spin up / spin down) at -11.32 / -12.50 eV. Its maximum force is 5.51 eV Å⁻¹. As for the molecular weight: 1190.79 g/mol. The HOMO-LUMO gap (spin up / spin down) is 4.72 / 5.90 eV.

---

No. 3
ORCA calculation (wB97M-V/def2-TZVPD) on a molecular structure, C2H15B3O2Tl in a non-equilibrium geometry.

```
! RIJCOSX wB97M-V def2-TZVPD def2/J DEFGRID3
* xyz -1 1
H -20.9362 -10.5285 3.5159
B -21.6965 -9.7725 3.6363
H -24.6964 -6.7903 2.2291
H -26.0972 -6.7564 3.7883
H -23.8901 -6.5268 0.6580
H -23.8287 -8.0045 1.4406
C -26.2702 -9.5383 2.5768
H -21.6987 -9.5712 4.6963
H -27.0048 -11.2415 3.7898
C -27.0813 -10.7862 2.8025
H -27.2415 -7.2487 5.0646
H -28.1310 -10.7008 2.5217
H -26.6036 -11.6157 2.2811
H -21.4533 -8.8063 3.2222
H -25.7665 -6.2634 5.4506
B -26.5413 -6.4962 4.7366
Tl -23.4278 -7.4752 4.6735
B -23.8006 -6.9461 1.6482
H -22.8542 -6.6869 2.0971
H -27.2492 -5.6847 4.6698
O -26.6875 -8.6435 1.7716
H -22.6805 -10.0726 3.3108
O -25.3339 -9.3469 3.3834
*
```

The calculated total energy comes out at -13121.85813 eV. The calculation puts the LUMO energy at -2.49 eV. The calculation puts the HOMO energy at -6.10 eV. Its maximum force is 5.57 eV Å⁻¹. As for the molecular weight: 307.96 g/mol. The HOMO-LUMO gap is 3.61 eV.

---

No. 4
ORCA calculation (wB97M-V/def2-TZVPD) on a gas-phase ion, C5H9N2 (charge +1) in a non-equilibrium geometry.

```
! RIJCOSX wB97M-V def2-TZVPD def2/J DEFGRID3
* xyz 1 1
H -1.1907 2.5916 0.1374
C 1.2092 -1.2599 0.3089
C -0.5528 1.7351 0.2939
H 0.3894 -0.2400 2.1248
H 0.4409 0.2601 -2.4571
H -2.1098 -0.0167 1.0061
N 1.1880 -0.7751 -0.9132
C -1.1106 0.3476 0.6161
N -0.7708 0.6129 -0.8139
C 0.2543 -0.0754 -1.4891
C -0.0120 -0.6941 1.1126
H -0.4110 -1.6427 1.5597
H 0.4332 1.7693 0.7098
H 1.9269 -1.2835 -1.4457
H 1.7874 -2.1962 0.6468
H -1.4716 0.8669 -1.3972
*
```

The calculated total energy comes out at -8299.84565 eV. The calculation puts the LUMO energy at -3.21 eV. The calculation puts the HOMO energy at -11.43 eV. Its maximum force is 4.95 eV Å⁻¹. As for the molecular weight: 97.14 g/mol. The HOMO-LUMO gap is 8.22 eV.

---

No. 5
ORCA calculation (wB97M-V/def2-TZVPD) on C8H5N2O2P in the gas phase in a non-equilibrium geometry.

```
! RIJCOSX wB97M-V def2-TZVPD def2/J DEFGRID3
* xyz 0 1
O 2.2482 1.5133 1.1519
N 2.6730 -1.2150 3.1541
C 1.1942 1.0956 0.2747
C -1.1309 -0.3402 -0.6404
C -0.1705 1.6867 0.3645
P 2.3089 1.7209 2.7544
H 1.4733 1.4853 -0.6469
H 0.2155 -2.1499 -0.7767
C -1.2865 0.9434 -0.2518
H -2.2757 1.4316 -0.2120
C 0.1215 -1.0853 -0.4263
H 2.1800 -0.8774 -0.0891
C 0.6307 1.5426 3.3764
N -0.4474 1.3776 3.7566
H -2.0488 -0.6437 -1.0951
O -0.2524 2.7043 1.0726
C 1.1852 -0.3960 -0.0140
C 2.6240 -0.0774 3.0295
*
```

The calculated total energy comes out at -24738.03127 eV. The calculation puts the LUMO energy at -0.84 eV. The calculation puts the HOMO energy at -9.79 eV. Its maximum force is 3.71 eV Å⁻¹. As for the molecular weight: 192.11 g/mol. The HOMO-LUMO gap is 8.96 eV.

---

No. 6
ORCA calculation (wB97M-V/def2-TZVPD) on C3H3NO2 in the gas phase.

```
! RIJCOSX wB97M-V def2-TZVPD def2/J DEFGRID3
* xyz 0 1
C -0.3542 -0.4856 -1.2788
C -0.5286 0.8386 0.7942
O -1.6608 1.1759 0.5956
O 1.4718 -0.4960 0.3717
N -0.8374 -0.5855 -2.3216
C 0.0972 -0.4032 0.1195
H 2.0051 -0.1138 -0.3319
H -0.3562 -1.2960 0.5675
H 0.1632 1.3657 1.4839
*
```

The calculated total energy comes out at -8743.17980 eV. The calculation puts the LUMO energy at 0.22 eV. The calculation puts the HOMO energy at -10.66 eV. Its maximum force is 0.86 eV Å⁻¹. As for the molecular weight: 85.06 g/mol. The HOMO-LUMO gap is 10.88 eV.